# C6H12BBrO4

One molecule with the formula C6H12BBrO4 (ωB97M-V with the def2-TZVPD basis set, the Open Molecules 2025 dataset).

The geometry in XYZ format:
```
24
Properties=species:S:1:pos:R:3
C 2.618 -0.532 0.276
C 1.539 0.438 0.737
Br 2.187 1.382 2.336
C 1.163 1.480 -0.319
C 0.047 1.066 -1.282
O 0.111 -0.309 -1.679
C -0.647 -1.217 -1.013
O -0.170 -2.281 -0.697
C -2.075 -0.860 -0.732
B -2.299 -0.514 0.806
O -3.253 0.417 1.174
O -1.576 -1.143 1.776
H 2.200 -1.171 -0.505
H 2.992 -1.140 1.100
H 3.445 0.036 -0.159
H 0.654 -0.101 1.081
H 2.056 1.744 -0.896
H 0.840 2.400 0.177
H -0.944 1.311 -0.884
H 0.156 1.648 -2.203
H -2.477 -0.089 -1.390
H -2.650 -1.778 -0.910
H -2.887 1.076 1.777
H -1.028 -1.862 1.430
```

Output
Multiplicity ... 1
SMILES ... C[C@@H](Br)CCOC(=O)CB(O)O
HOMO level ... -10.19 eV
Frontier orbital gap ... 10.5 eV
Net charge ... 0
LUMO ... 0.01307 Ha